A structure of composition C19H39MnN6O2PS2Si. Source: OMol25; level of theory: wB97M-V/def2-TZVPD.

The geometry in XYZ format:
```
71
Properties=species:S:1:pos:R:3:forces:R:3
Mn 0.07236 0.98432 0.53917 -0.2 0.0 0.3
S -3.09625 -1.15472 -1.26886 -0.1 -0.1 0.0
S -0.07679 0.26858 -1.79625 0.1 0.1 -0.1
P -1.18374 -1.41189 -1.58361 0.0 0.2 0.0
Si 1.97918 1.06757 3.32570 0.0 -0.1 0.0
O -0.59775 -2.29895 -0.39188 0.0 -0.1 0.0
O -0.86848 -2.34802 -2.83364 0.0 -0.2 0.0
N -3.95835 2.36124 -0.02575 0.1 0.1 0.2
N -1.14661 -0.24362 1.82260 -0.1 0.0 0.1
N -3.24335 0.71264 1.41575 0.0 0.1 0.1
N -3.13621 -1.38093 2.34108 -0.1 0.0 0.0
N -1.68784 2.24153 0.57471 -0.1 0.0 -0.1
N 1.76152 1.18696 1.62838 0.1 0.1 -0.2
C 0.37871 -4.45209 -0.93356 0.1 0.0 0.0
C -3.71385 3.45838 -0.94139 0.0 0.0 -0.1
C 2.73975 2.14818 -0.36690 0.0 0.2 -0.1
C 2.79038 1.22309 0.68789 0.0 -0.1 0.0
C 3.85939 0.31153 0.66697 0.0 0.0 0.1
C -5.32945 2.15271 0.40559 -0.1 -0.1 -0.1
C 3.66843 2.14296 -1.39569 0.0 0.0 0.0
C 4.79759 0.31813 -0.34944 0.0 0.0 -0.1
C 4.71022 1.22691 -1.39864 0.0 0.0 0.0
C 3.78631 1.22575 3.80992 0.0 0.0 0.1
C -2.90185 1.80588 0.63498 -0.1 0.0 0.0
C 0.45328 -1.72197 -4.75089 0.1 0.0 0.0
C 1.01000 2.43122 4.17626 0.0 0.1 -0.1
C 0.63050 -3.07954 -0.33842 -0.1 0.0 0.0
C -2.42412 -0.31456 1.83961 0.1 -0.1 0.0
C -0.93793 -2.05840 -4.25216 0.0 0.0 0.0
C 1.32712 -0.55793 4.03798 0.1 0.0 -0.1
C 1.83915 -2.38846 -0.93425 0.0 0.0 0.0
C -1.97122 -1.00788 -4.60807 0.0 0.0 -0.1
H 0.24681 -0.52478 4.18970 0.0 0.0 0.0
H 5.43993 1.22111 -2.19699 0.0 0.0 0.0
H 2.71468 -3.00417 -0.71781 0.0 0.0 0.0
H 1.57133 3.36778 4.16405 0.0 0.0 0.0
H -5.50439 2.49547 1.42893 0.0 0.0 0.0
H 1.75109 -2.28434 -2.01488 0.0 0.0 0.0
H -1.99212 -0.90825 -5.69485 0.0 0.0 0.0
H -0.71417 -1.08973 2.17617 0.0 0.0 -0.1
H -2.58517 -2.22040 2.43749 0.0 0.0 0.0
H 0.78551 -3.18701 0.73932 0.0 0.0 0.0
H 0.77699 2.19237 5.21494 0.0 0.0 0.1
H 1.24099 -5.09210 -0.73741 0.0 0.0 0.0
H 3.57739 2.86855 -2.19492 0.0 0.0 0.0
H -1.25028 -3.01429 -4.68152 0.0 0.0 0.0
H -0.50206 -4.91233 -0.48717 0.0 0.0 0.0
H -2.79935 3.27834 -1.50472 0.0 0.0 0.0
H 1.15672 -2.50845 -4.47568 0.0 0.0 0.0
H 0.44502 -1.63553 -5.83860 0.0 0.0 0.0
H 4.35310 0.30634 3.66506 0.0 0.0 0.0
H 3.84142 1.48337 4.87116 0.0 0.0 0.0
H -3.65297 4.42945 -0.43776 0.0 0.0 0.0
H 0.22976 -4.38566 -2.00956 0.0 0.0 0.0
H -4.21127 0.45326 1.36342 0.0 0.0 0.0
H 0.06747 2.60508 3.65092 0.0 0.0 0.0
H 1.78390 -0.76803 5.00774 0.0 0.0 0.0
H 1.95607 2.90362 -0.36004 0.0 -0.1 0.0
H 0.80257 -0.77989 -4.32907 0.0 0.0 0.0
H 4.28563 2.01560 3.24674 0.0 0.0 0.0
H -1.63394 3.07727 0.00817 0.0 0.0 0.0
H -3.99510 -1.57864 1.84616 0.0 0.0 0.0
H 1.56458 -1.39450 3.37455 0.0 0.0 0.0
H -1.71596 -0.03857 -4.17919 0.0 0.0 0.0
H -5.63183 1.10631 0.30818 0.0 0.0 0.0
H -5.98115 2.71297 -0.25850 0.0 0.0 0.0
H 5.60192 -0.40780 -0.33091 0.0 0.0 0.0
H -2.96124 -1.28990 -4.25767 0.0 0.0 0.0
H -4.52627 3.48883 -1.66470 0.0 0.0 0.0
H 3.92948 -0.43075 1.45272 0.0 0.0 0.0
H 2.00480 -1.39921 -0.51067 0.0 0.0 0.0
```
Forces are in eV/Å.

As for the electronic energy: -3804.87170 Eh. Its spin multiplicity is 6. Its expectation value of S² is 8.758.


A structure of composition C19H39MnN8O6 at a distorted geometry. Source: OMol25; level of theory: wB97M-V/def2-TZVPD.

The geometry in XYZ format:
```
73
Properties=species:S:1:pos:R:3:forces:R:3
Mn -0.58746 -1.23961 0.48046 -0.1 -1.4 -0.3
O 1.15197 0.71734 0.75791 0.3 0.3 -0.2
O -1.60752 -2.96395 1.50971 -0.2 0.3 0.2
O 0.41948 -2.96884 -0.23569 0.1 -0.1 -0.2
O 3.00708 1.99852 -3.15124 0.0 0.0 0.0
O 0.94094 -1.72176 1.94500 -0.1 0.2 0.3
O -0.44807 -1.21895 -2.96180 0.0 0.0 0.0
N -1.83903 0.32223 2.63052 0.0 0.1 -0.1
N -2.06790 1.51506 3.02337 0.0 0.0 -0.1
N -2.11340 -1.60195 -0.84031 -0.3 0.1 -0.3
N -1.97453 2.30546 1.94330 -0.1 0.1 0.2
N 2.03811 1.39006 -1.21339 0.0 -0.1 -0.1
N -1.60181 0.30146 1.29537 0.2 0.2 0.6
N -2.84832 -0.46742 -1.35499 0.0 0.0 0.1
N 0.36819 -0.30974 -1.06607 0.4 0.8 0.0
C -1.68511 1.54819 0.89499 -0.1 -0.1 -0.3
C -0.89845 -4.19059 1.39325 0.0 0.0 0.0
C -2.32853 -2.87329 2.74673 0.1 -0.1 0.0
C 1.80287 -2.91663 0.12552 0.0 -0.1 -0.1
C 1.22440 0.41081 -3.32630 0.1 0.0 0.1
C -0.26011 -4.19958 0.02236 0.1 0.0 0.1
C 0.32797 -0.43584 -2.42129 -0.1 -0.1 -0.1
C 0.32325 1.30526 -4.20393 0.0 0.0 0.0
C 2.18123 1.32478 -2.58667 0.0 0.1 -0.1
C 1.20828 -0.98493 3.14219 0.1 -0.1 0.0
C 2.04253 -0.52815 -4.23098 0.0 0.0 0.0
C 2.95091 -1.47876 -3.46402 0.0 0.0 0.0
C -0.47827 2.34240 -3.42746 0.0 0.0 0.1
C 1.18615 0.60625 -0.46861 -0.1 -0.1 0.2
C -0.35097 4.16533 3.79311 0.0 0.0 0.0
C -2.13677 3.76181 2.03248 0.0 -0.2 -0.1
C 0.24491 4.22584 1.34295 0.0 0.0 -0.1
C 1.96149 -2.64543 1.60591 0.0 0.1 0.0
C -0.83917 4.48573 2.38510 0.0 0.1 0.0
H -0.16836 -4.27350 2.20278 0.0 0.0 0.0
H -0.07652 3.11289 3.89048 0.0 0.0 0.0
H -2.16823 0.03916 -1.91369 0.0 0.0 0.0
H 2.30794 -3.83752 -0.17219 0.0 0.0 0.0
H -1.17733 2.86155 -4.08191 0.0 0.0 0.0
H -0.34220 0.63905 -4.75360 0.0 0.0 0.0
H -1.02419 -4.29272 -0.74961 0.0 0.0 0.0
H -2.49949 4.08313 1.05643 0.0 0.0 0.0
H 0.53321 4.75964 4.02427 0.0 0.0 0.0
H -3.52812 -0.81306 -2.02767 0.0 0.0 0.0
H 0.55727 3.17745 1.34268 0.0 0.0 0.0
H 1.33078 -1.09051 -4.83530 0.0 0.0 0.0
H -1.06931 1.88265 -2.62686 0.0 0.0 0.0
H 2.94845 -2.20950 1.78651 0.0 0.0 0.0
H -1.56934 1.90808 -0.11257 0.1 0.0 0.0
H 3.71014 -0.93888 -2.89199 0.0 0.0 0.0
H -1.67545 -2.07733 -1.63483 0.0 0.0 0.1
H -1.59440 -5.03093 1.47762 0.0 0.0 0.0
H 0.40007 -0.27705 3.27836 0.0 0.0 0.0
H 0.42932 -5.03871 -0.08424 0.0 0.0 0.0
H 0.97263 1.80206 -4.92551 0.0 0.0 0.0
H 0.16721 3.09775 -2.97376 0.0 0.0 0.0
H -2.92203 3.93537 2.76533 0.0 0.0 0.0
H 2.15107 -0.44634 3.04261 0.0 0.0 0.0
H -2.78257 -2.21391 -0.38689 0.0 0.0 0.0
H -1.63789 -2.99090 3.58502 0.0 0.0 0.0
H -1.11005 4.38199 4.54625 0.0 0.0 0.0
H -1.10951 5.54543 2.34551 0.0 0.0 0.0
H 2.62972 0.10248 -4.89873 0.0 0.0 0.0
H -0.08977 4.48688 0.33477 0.0 0.0 0.0
H 2.65366 2.01342 -0.70961 0.0 0.0 0.0
H 2.21306 -2.09232 -0.45356 0.0 0.0 0.0
H 1.12933 4.82553 1.55855 0.0 0.0 0.0
H 1.25153 -1.66978 3.99210 0.0 0.0 0.0
H 2.37453 -2.10537 -2.77746 0.0 0.0 0.0
H -3.08983 -3.65440 2.78595 0.0 0.0 0.0
H 3.47523 -2.14816 -4.14515 0.0 0.0 0.0
H -2.78612 -1.89305 2.79548 0.0 0.0 0.0
H 1.87121 -3.54165 2.22696 0.0 0.0 0.0
```
Forces are in eV/Å.

As for the electronic energy: -2787.67848 Eh. Its spin multiplicity is 2. The value obtained for the relative energy (zero: lowest compared OMol25 entry of this formula, charge and spin) is 41.94 kJ/mol. As for the charge: +1. Its expectation value of S² is 0.812.


A cluster of 11 separate species, C19H39N4O25 in total at a distorted geometry. Source: OMol25; level of theory: wB97M-V/def2-TZVPD.

The geometry in XYZ format:
```
87
Properties=species:S:1:pos:R:3:forces:R:3
O 8.56588 1.02342 1.32894 -0.6 2.6 1.1
O 7.68363 -0.82025 0.60863 -2.8 0.1 0.1
O -2.43026 4.86213 0.18491 -0.3 1.3 0.6
O -1.60262 -5.68391 4.29342 0.3 0.0 -0.3
O -0.45170 2.51134 -9.89940 -0.1 -1.8 2.2
O -0.17175 6.23528 -6.17992 1.3 -2.1 -1.8
O -0.91016 7.87550 -5.01574 -0.3 2.0 0.7
O 3.45504 1.57555 -1.24459 -3.9 -1.4 1.2
O -1.10023 -6.46660 2.22588 -0.3 -0.4 0.4
O 0.46650 -5.46961 -2.43570 -0.6 -0.3 1.3
O -2.35583 0.78155 6.24116 -0.4 -7.2 0.2
O 9.68325 -0.87303 1.40436 1.8 -0.2 1.9
O -2.11055 7.02634 0.61183 -0.4 2.0 0.4
O 2.22462 -4.69104 -3.53217 0.2 0.4 0.7
O -0.88102 2.84743 -12.05421 -2.5 -3.8 -2.0
O -0.59239 8.14652 -7.17147 0.1 1.3 -2.8
O 6.06876 -7.59403 5.16732 -2.6 6.1 -0.7
O -4.87601 -1.56002 -1.49895 -1.3 -0.2 0.0
O -0.00984 4.35200 -10.98959 3.4 6.8 2.9
O -6.51656 3.90031 -5.56709 0.7 1.9 0.7
O 0.25820 -5.09276 3.16314 1.5 0.9 0.8
O -0.43231 5.59222 0.81926 -0.2 1.1 0.6
O -3.24247 -0.61240 -0.46234 4.1 1.2 2.7
O 1.60770 -3.70174 -1.68459 0.9 2.1 2.1
O -4.95175 0.53351 -1.04194 -2.5 5.7 0.1
N 4.12058 -6.31358 5.57534 0.1 -1.6 0.6
N 1.47553 1.07023 0.00863 0.2 -1.0 1.4
N -4.69649 4.98654 -4.40976 -1.0 1.7 0.1
N -1.49611 -1.47394 6.61668 -1.2 2.2 1.4
C 2.25364 0.28721 1.10099 -1.2 0.8 -0.5
C 1.42311 -4.69496 -2.56276 0.2 -1.9 -3.8
C -5.33824 4.02331 -5.42102 -0.6 -3.6 -0.3
C 8.62617 -0.27361 1.21509 3.4 -4.9 -2.2
C -1.79031 -1.79485 8.06409 0.5 -1.3 -0.4
C -4.34767 -0.56742 -0.94660 -0.1 -7.8 -2.9
C -0.81832 -5.71215 3.31027 -1.6 0.5 2.2
C -0.49295 7.41806 -6.09839 -1.8 -1.4 5.6
C -5.42988 6.39459 -4.24083 0.4 -3.0 0.0
C 5.50079 -6.47834 4.92476 2.4 -5.4 -1.6
C 2.27398 1.24310 -1.24414 2.0 2.3 -3.4
C 1.44714 1.06261 -2.56303 0.5 -1.4 1.4
C 5.74769 -5.46291 3.75654 0.2 -1.2 2.3
C -3.73434 -1.12146 5.43430 1.0 0.5 0.2
C -0.46884 3.26834 -10.98404 -0.9 -1.3 -3.6
C -4.40117 2.96087 -6.04199 1.0 2.3 1.2
C -1.66191 5.79197 0.57577 0.7 -5.9 -1.8
C 3.47949 -7.71341 5.85422 0.8 0.7 -0.2
C -2.56011 -0.48308 6.14629 0.0 5.8 -1.2
H 6.71581 -5.63014 3.28443 -0.1 0.0 0.2
H -4.24550 1.06182 -0.66286 -0.1 1.3 0.3
H -4.84764 6.94426 -3.50127 0.3 0.4 -0.8
H -1.24260 7.38448 0.81185 0.3 1.4 0.2
H 4.07234 -8.31285 6.54508 0.1 0.6 0.1
H 2.95639 0.99208 1.54531 0.4 -0.5 -0.4
H 1.21247 -3.91028 -0.83494 -0.6 -0.3 -0.2
H -5.53504 6.63803 -5.29808 -0.1 1.1 0.6
H 4.19240 -5.73613 6.40087 0.1 0.1 0.6
H 0.47637 0.58035 -2.44839 -0.2 0.3 0.5
H 1.30983 1.90594 -3.23983 0.7 0.2 0.4
H -4.60832 -1.23855 6.07505 0.0 0.2 0.0
H -3.46351 -2.08104 4.99388 0.0 -0.1 0.0
H 4.94259 -5.64212 3.04394 -0.1 0.3 0.0
H -2.73677 -2.32905 8.14729 0.1 0.2 -0.1
H -4.57938 2.97042 -7.11728 0.2 -0.4 0.2
H 2.59604 -0.59863 0.56607 0.6 0.3 0.3
H 3.47344 -5.82216 4.97549 -0.3 0.4 -0.7
H 1.04321 1.93590 0.29813 0.8 1.4 0.5
H 3.59709 -8.20639 4.88921 -0.8 0.0 0.1
H -6.34455 6.08928 -3.73265 -0.3 0.4 -0.5
H 0.57954 0.63633 -0.16172 -0.3 -1.3 -0.8
H 0.14998 2.98387 -9.31950 -0.1 0.2 0.4
H -3.90286 -0.39758 4.63699 -0.5 -0.2 -0.1
H -0.46382 7.38973 -7.74794 0.3 0.1 -1.6
H 2.47702 -7.53678 6.24403 0.0 -0.1 -0.5
H 2.03151 0.24510 -2.98524 0.2 0.2 -0.8
H -0.62195 -0.97208 6.68070 0.6 0.1 -0.7
H -4.66513 4.59847 -3.47783 -0.1 -0.8 0.5
H -4.44492 2.00711 -5.51610 -0.8 -0.1 -0.3
H -1.45187 -2.32164 6.06936 0.1 -0.4 -0.6
H 7.69183 0.88402 0.95717 -1.8 2.3 -0.7
H -0.25609 -6.16123 1.88564 0.5 -0.7 -2.3
H 5.69795 -4.49895 4.26290 -0.1 0.4 -0.7
H -3.72642 5.16097 -4.63032 0.7 0.1 -0.5
H -0.97266 -2.49757 8.22449 -0.2 0.0 1.0
H 1.55361 -0.03783 1.87067 -0.2 0.2 -0.2
H -3.40665 3.31321 -5.76831 0.5 -0.2 -0.8
H -1.74363 -0.90520 8.69215 0.0 -0.1 -0.3
```
Forces are in eV/Å.

As for the electronic energy: -2846.98123 Eh. The value obtained for the relative energy (zero: lowest compared OMol25 entry of this formula, charge and spin) is 1281.78 kJ/mol. As for the charge: -3.